The following is a quantum chemistry calculation of a molecular structure, C32H29BrN5OS2Ti at a distorted geometry, from OMol25.

Atoms and positions in Å:
Ti 1.07 1.46 -0.17
N -1.59 4.28 2.02
C -0.66 3.43 1.51
S -0.13 3.66 -0.11
N -0.36 2.36 2.29
N 0.73 1.61 1.82
C 1.23 0.59 2.63
C 0.79 0.16 3.98
C -0.58 0.02 4.26
C -0.97 -0.29 5.53
C -0.06 -0.64 6.54
C 1.28 -0.62 6.23
C 1.72 -0.15 5.01
C 2.23 -0.16 1.89
C 2.78 -1.39 2.35
C 3.65 -2.11 1.55
C 4.11 -1.52 0.35
C 3.44 -0.40 -0.16
N 2.58 0.31 0.67
H -1.48 5.23 1.69
H -1.86 4.11 2.98
H -1.30 0.21 3.45
H -2.07 -0.19 5.70
H -0.45 -0.93 7.50
H 2.03 -0.73 6.98
H 2.76 0.10 4.83
H 2.50 -1.75 3.38
H 4.20 -2.97 1.91
H 5.01 -1.94 -0.20
H 3.71 0.06 -1.10
O 0.01 0.37 -1.10
S -0.90 -0.80 -0.26
C -2.40 0.19 0.21
C -3.53 0.34 -0.85
C -4.77 -0.27 -0.64
C -5.91 -0.01 -1.46
C -5.69 0.74 -2.58
C -4.43 1.24 -2.96
C -3.34 1.07 -2.07
C -1.39 -1.67 -1.82
C -0.52 -2.86 -2.03
C -0.81 -4.00 -1.24
C 0.00 -5.11 -1.29
C 1.07 -5.09 -2.16
C 1.21 -4.06 -3.13
C 0.48 -2.93 -3.02
H -2.00 1.18 0.45
H -2.79 -0.32 1.06
H -4.99 -0.88 0.26
H -6.90 -0.41 -1.18
H -6.50 0.95 -3.27
H -4.35 1.71 -3.94
H -2.37 1.52 -2.31
H -1.23 -0.95 -2.59
H -2.51 -1.95 -1.78
H -1.66 -3.93 -0.54
H -0.20 -6.00 -0.66
H 1.61 -6.01 -2.35
H 1.77 -4.24 -4.05
H 0.65 -2.07 -3.68
Br 1.05 2.69 -5.85
C 1.85 2.82 -4.11
C 2.80 3.80 -3.85
C 3.48 3.80 -2.57
C 3.09 2.89 -1.61
N 2.17 1.96 -1.98
C 1.61 1.81 -3.21
H 2.97 4.54 -4.62
H 4.42 4.35 -2.44
H 3.49 2.88 -0.56
H 1.14 0.88 -3.51

**Relative energy (zero: lowest compared OMol25 entry of this formula, charge and spin)**: 182.2 kJ/mol
**Total charge**: +3
**Calculated total energy**: -5804.7247 hartree
**E_HOMO**: -0.5975 Ha

***

The following is a quantum chemistry calculation of a molecular structure, C15H37AsBr3F6NiO16S5 at a distorted geometry, from OMol25.

Atoms and positions in Å:
Ni -0.10 -1.17 -3.33
As -0.23 1.08 2.29
F -0.09 0.41 0.60
F -1.68 2.05 1.76
F -0.37 1.58 4.00
F 1.24 0.15 2.64
F 0.87 2.48 2.00
F -1.18 -0.40 2.66
O -4.54 -2.28 -1.03
S -5.97 -2.46 -0.84
O -6.80 -3.01 -1.85
O -6.12 -3.27 0.57
C -7.20 -4.23 0.69
C -7.31 -4.76 2.12
C -6.66 -0.82 -0.27
H -6.90 -5.02 0.00
H -8.14 -3.82 0.32
H -6.32 -5.15 2.38
H -7.98 -5.62 2.15
H -7.66 -4.01 2.82
H -6.60 -0.71 0.82
H -7.64 -0.77 -0.74
H -5.99 -0.12 -0.77
O 4.12 1.24 -3.54
S 5.44 1.92 -3.67
O 6.64 1.27 -4.24
O 5.17 3.27 -4.62
C 6.38 4.04 -4.88
C 6.03 5.16 -5.98
C 5.93 2.75 -2.12
H 7.24 3.45 -5.20
H 6.63 4.54 -3.95
H 6.12 4.64 -6.93
H 6.76 5.97 -5.98
H 5.02 5.58 -5.95
H 7.00 2.91 -2.16
H 5.74 2.08 -1.28
H 5.34 3.66 -2.02
O 4.09 -4.35 -0.74
S 2.99 -5.29 -0.72
O 1.76 -5.00 -1.47
O 3.54 -6.74 -1.18
C 2.70 -7.78 -1.73
C 3.15 -8.18 -3.18
C 2.58 -5.76 1.07
H 1.63 -7.68 -1.91
H 2.81 -8.67 -1.10
H 3.06 -7.32 -3.84
H 2.57 -9.00 -3.60
H 4.13 -8.66 -3.25
H 2.16 -6.76 1.04
H 1.95 -4.97 1.48
H 3.51 -5.60 1.63
O -0.95 3.48 -4.15
S -1.41 4.87 -4.33
O -2.62 5.40 -3.61
O -0.12 5.90 -4.06
C -0.19 6.83 -3.06
C 1.25 7.29 -2.64
C -1.71 5.22 -6.14
H -0.84 6.47 -2.27
H -0.65 7.67 -3.57
H 1.75 6.34 -2.43
H 1.40 7.86 -1.73
H 1.82 7.77 -3.45
H -1.22 6.16 -6.38
H -2.79 5.24 -6.21
H -1.31 4.36 -6.68
C -3.28 7.25 3.95
Br -2.87 8.97 3.06
Br -5.25 6.75 3.74
Br -2.47 7.03 5.81
H -2.74 6.42 3.49
C -0.55 -2.52 8.57
C -1.52 -3.70 8.87
O -1.05 -4.22 10.08
S 0.59 -4.07 10.24
O 1.30 -5.02 9.36
O 1.04 -3.98 11.65
O 0.48 -2.59 9.56
H -0.98 -1.52 8.61
H 0.03 -2.66 7.65
H -1.43 -4.50 8.14
H -2.55 -3.35 8.94

**Total charge**: +1
**<S²>**: 2.01
**Spin multiplicity**: 3
**Calculated total energy**: -15853.1685 hartree
**E_HOMO (alpha / beta)**: -0.4405 / -0.4405 Ha

***

The following is a quantum chemistry calculation of a molecular structure, C4H6MgO5Sm at a distorted geometry, from OMol25.

Atoms and positions in Å:
C -2.23 -0.51 -2.92
O -2.65 0.44 -2.33
O -2.02 -0.93 -3.98
Mg -3.64 2.25 -3.04
O 0.91 2.12 1.89
O 0.54 0.25 -0.96
C 0.48 -1.03 -0.47
C 1.18 -0.96 0.90
O 0.40 -0.09 1.73
C 1.08 0.94 2.52
Sm -0.21 1.81 0.21
H 0.39 -1.60 -1.59
H -0.36 -1.72 -0.24
H 2.19 -0.53 0.79
H 1.22 -1.96 1.36
H 0.58 0.90 3.51
H 2.13 0.62 2.62

**Relative energy (zero: lowest compared OMol25 entry of this formula, charge and spin)**: 0.0 kJ/mol
**Total charge**: +1
**<S²>**: 15.85
**Spin multiplicity**: 8
**Calculated total energy**: -1389.8361 hartree
**E_HOMO (alpha / beta)**: -0.3612 / -0.3677 Ha

***

The following is a quantum chemistry calculation of a single C3H7NO2 molecule at a distorted geometry, from OMol25.

Atoms and positions in Å:
C 0.60 -0.86 1.10
C -0.07 1.20 -1.37
C -0.57 -0.10 0.60
O -0.02 1.12 0.05
O 1.28 -1.55 0.06
N -1.82 -0.23 0.79
H 1.61 -2.38 0.43
H -2.31 0.58 0.41
H 0.30 -1.54 1.90
H 1.25 0.08 1.32
H -0.62 0.38 -1.84
H 0.95 1.18 -1.77
H -0.57 2.12 -1.68

**Relative energy (zero: lowest compared OMol25 entry of this formula, charge and spin)**: 261.6 kJ/mol
**Total charge**: 0
**Calculated total energy**: -323.6813 hartree
**Structure (SMILES)**: [H]/N=C(/CO)OC
**E_HOMO**: -0.3704 Ha

***

The following is a quantum chemistry calculation of a molecular structure, C46H42BrN4P2S2Se3TeY, from OMol25.

Atoms and positions in Å:
Y 0.43 0.67 0.79
C -5.13 -0.66 -6.79
S -5.70 -2.18 -6.00
C -5.44 -1.74 -4.27
C -4.00 -1.49 -3.88
C -3.89 -1.16 -2.40
N -2.54 -0.77 -1.98
P -1.31 -1.90 -1.52
C -2.32 -3.41 -1.29
C -2.81 -3.61 0.00
C -3.61 -4.70 0.30
C -3.91 -5.63 -0.69
C -3.41 -5.46 -1.97
C -2.62 -4.36 -2.27
C -0.43 -2.32 -3.07
C -0.47 -1.50 -4.19
C 0.34 -1.75 -5.29
C 1.21 -2.83 -5.27
C 1.27 -3.64 -4.15
C 0.47 -3.39 -3.06
P -2.16 0.87 -1.72
C -2.93 1.70 -3.15
C -2.18 1.84 -4.32
C -2.77 2.40 -5.45
C -4.09 2.82 -5.42
C -4.83 2.69 -4.26
C -4.25 2.14 -3.12
C -3.14 1.36 -0.28
C -3.41 2.71 -0.04
C -4.03 3.10 1.13
C -4.39 2.15 2.08
C -4.12 0.81 1.85
C -3.50 0.41 0.67
H -5.39 -0.71 -7.84
H -4.05 -0.53 -6.71
H -5.62 0.21 -6.35
H -5.85 -2.58 -3.70
H -6.06 -0.87 -4.03
H -3.59 -0.65 -4.46
H -3.39 -2.36 -4.12
H -4.22 -2.02 -1.80
H -4.58 -0.35 -2.15
H -2.53 -2.90 0.78
H -3.99 -4.83 1.31
H -4.53 -6.48 -0.45
H -3.63 -6.18 -2.74
H -2.23 -4.24 -3.27
H -1.13 -0.65 -4.19
H 0.29 -1.09 -6.15
H 1.85 -3.02 -6.13
H 1.96 -4.48 -4.13
H 0.54 -4.03 -2.19
H -1.14 1.54 -4.33
H -2.17 2.51 -6.35
H -4.53 3.26 -6.30
H -5.86 3.02 -4.22
H -4.84 2.05 -2.22
H -3.09 3.46 -0.76
H -4.22 4.15 1.32
H -4.87 2.45 3.00
H -4.37 0.06 2.60
H -3.28 -0.63 0.51
Se -0.47 3.48 1.04
Se 1.87 3.25 0.76
Te 2.88 2.60 3.05
Se 2.73 0.10 2.66
Br 3.55 0.36 -1.24
C 3.07 -1.35 -0.66
C 3.93 -2.42 -0.91
C 3.58 -3.66 -0.43
C 2.39 -3.80 0.27
C 1.59 -2.68 0.45
N 1.93 -1.47 0.00
H 4.85 -2.25 -1.45
H 4.23 -4.51 -0.59
H 2.07 -4.75 0.67
H 0.65 -2.73 0.97
N 0.38 -6.56 7.59
C 0.16 -5.79 6.76
C -0.11 -4.83 5.74
C -1.27 -4.94 4.97
C -1.53 -4.01 3.98
C -0.63 -2.96 3.74
C 0.53 -2.86 4.52
C 0.79 -3.78 5.50
C -0.86 -1.99 2.72
C -0.84 -1.11 1.87
H -1.96 -5.75 5.15
H -2.42 -4.09 3.38
H 1.21 -2.04 4.32
H 1.69 -3.71 6.10
S 0.52 1.99 -2.35
C -0.50 0.91 -1.49
C -1.20 1.17 6.58
C -1.61 1.99 5.36
C -0.91 1.56 4.16
N -0.34 1.21 3.24
H -1.77 1.47 7.45
H -0.14 1.30 6.80
H -1.37 0.11 6.40
H -1.40 3.05 5.50
H -2.68 1.90 5.17

**Relative energy (zero: lowest compared OMol25 entry of this formula, charge and spin)**: 139.6 kJ/mol
**Total charge**: -1
**<S²>**: 0.75
**Spin multiplicity**: 2
**Calculated total energy**: -13561.0052 hartree
**E_HOMO (alpha / beta)**: -0.1287 / -0.1407 Ha

***

The following is a quantum chemistry calculation of 4 unconnected molecules or ions with the total composition C12H30F3N3O6S at a distorted geometry, from OMol25.

Atoms and positions in Å:
C -1.18 -2.62 -0.82
N -1.47 -4.06 -1.31
C -1.22 -4.95 -0.15
C -2.91 -4.14 -1.83
C -0.32 -4.46 -2.23
C 0.16 -3.31 -3.16
O -0.90 -2.78 -3.91
H -0.13 -2.45 -0.50
H -1.78 -2.46 0.08
H -1.45 -1.96 -1.60
H -1.31 -5.95 -0.65
H -2.03 -4.86 0.62
H -0.23 -4.79 0.26
H -3.01 -4.99 -2.50
H -3.18 -3.19 -2.29
H -3.42 -4.28 -0.90
H -0.52 -5.37 -2.75
H 0.49 -4.59 -1.57
H 0.94 -3.75 -3.83
H 0.74 -2.51 -2.72
H -0.61 -2.50 -4.77
C -1.26 0.48 4.14
C 0.21 0.78 4.41
O 0.68 1.00 5.48
N 1.09 0.65 3.17
H 0.53 1.03 2.36
H 1.93 1.18 3.41
C 1.52 -0.82 2.85
H -1.46 0.86 3.15
H -1.86 0.88 4.92
H -1.37 -0.58 3.89
H 0.85 -1.06 2.00
H 1.48 -1.38 3.82
H 2.58 -0.79 2.52
C 3.69 4.78 -0.20
C 2.34 5.29 0.21
O 2.02 5.79 1.23
N 1.18 5.07 -0.91
H 1.41 5.43 -1.87
H 1.14 4.03 -1.06
C -0.19 5.57 -0.64
H 4.50 5.21 0.29
H 3.83 4.94 -1.26
H 3.76 3.68 0.09
H -0.24 6.64 -0.83
H -0.34 5.35 0.47
H -0.93 5.04 -1.19
C -1.33 1.16 -0.74
F -1.93 0.46 0.24
F -1.15 0.33 -1.83
F -2.03 2.21 -1.10
S 0.40 1.62 -0.20
O 0.97 2.35 -1.35
O 0.34 2.47 0.97
O 0.95 0.32 0.14

**Total charge**: +2
**Calculated total energy**: -1788.1397 hartree
**E_HOMO**: -0.5838 Ha

***

Question: The lowest total charge belongs to which entry?
Answer: C46H42BrN4P2S2Se3TeY

***

Copy entry 3 word for word.
The following is a quantum chemistry calculation of a molecular structure, C4H6MgO5Sm at a distorted geometry, from OMol25.

Atoms and positions in Å:
C -2.23 -0.51 -2.92
O -2.65 0.44 -2.33
O -2.02 -0.93 -3.98
Mg -3.64 2.25 -3.04
O 0.91 2.12 1.89
O 0.54 0.25 -0.96
C 0.48 -1.03 -0.47
C 1.18 -0.96 0.90
O 0.40 -0.09 1.73
C 1.08 0.94 2.52
Sm -0.21 1.81 0.21
H 0.39 -1.60 -1.59
H -0.36 -1.72 -0.24
H 2.19 -0.53 0.79
H 1.22 -1.96 1.36
H 0.58 0.90 3.51
H 2.13 0.62 2.62

**Relative energy (zero: lowest compared OMol25 entry of this formula, charge and spin)**: 0.0 kJ/mol
**Total charge**: +1
**<S²>**: 15.85
**Spin multiplicity**: 8
**Calculated total energy**: -1389.8361 hartree
**E_HOMO (alpha / beta)**: -0.3612 / -0.3677 Ha